1.
CH3NO2 | the ωB97M-V functional and the def2-TZVPD basis

Structure (ORCA input):
```
! wB97M-V def2-TZVPD RIJCOSX def2/J DEFGRID3
* xyz 0 1
C -0.6087 -0.1721 -0.0300
N 0.8593 0.1325 0.1020
O 1.6429 -0.6596 -0.6244
O 0.8954 1.2339 0.8086
H -0.7462 -1.2049 -0.4106
H -0.9857 0.1427 0.9095
H -1.0570 0.5274 -0.7551
*
```

As for the energy above the lowest of the compared OMol25 structures with the same formula, charge and spin: 120.4 kcal per mole. Its SMILES is C[N+](=O)[O-]. The total energy is -244.9873 Ha.

From a Mulliken analysis of the wavefunction, the atomic charges in e read:
1. C -0.627
2. N 0.659
3. O -0.435
4. O -0.441
5. H 0.285
6. H 0.299
7. H 0.261

2.
C4H5N3 | the ωB97M-V functional and the def2-TZVPD basis

Structure (ORCA input):
```
! wB97M-V def2-TZVPD RIJCOSX def2/J DEFGRID3
* xyz 0 1
C -0.2436 0.2824 1.7737
N 0.6259 0.4158 -0.1139
C 0.0867 0.1617 -1.2298
C 0.7466 0.3854 -2.4951
N 1.2693 0.5432 -3.5152
C -1.6191 -1.7946 0.0756
N -0.7406 -1.6560 0.8574
H -0.3376 1.3462 1.5800
H 0.6848 -0.0367 2.2280
H -1.1314 -0.1523 2.2031
H 1.5673 0.8106 -0.1359
H -0.9081 -0.3057 -1.2279
*
```

As for the energy above the lowest of the compared OMol25 structures with the same formula, charge and spin: 154.7 kcal per mole. The total energy is -319.4658 Ha.

Mulliken population analysis, charges in e, atoms 1 to 8:
1. C -0.418
2. N -0.343
3. C 0.374
4. C -0.052
5. N -0.294
6. C -0.172
7. N -0.549
8. H 0.330

3.
C22H29N2O4 | the ωB97M-V functional and the def2-TZVPD basis

Structure (ORCA input):
```
! wB97M-V def2-TZVPD RIJCOSX def2/J DEFGRID3
* xyz 1 1
O 3.2727 -1.3540 -2.2669
C 2.6075 -0.2138 -2.7665
C 2.2794 0.7380 -1.5937
O 1.6389 0.1465 -0.4823
C 2.5521 -0.4218 0.4722
C 1.7748 -1.0782 1.5781
C 1.5555 -2.4514 1.5623
C 0.8364 -3.0601 2.5781
C 0.3263 -2.3001 3.6184
C 0.5484 -0.9325 3.6460
C 1.2720 -0.3252 2.6334
C 1.3395 -0.5832 -3.5708
N 0.2504 -0.8872 -2.6787
C -1.0896 -0.4792 -3.0140
C -1.7888 -0.1554 -1.6756
N -1.0263 -0.7954 -0.5813
C -1.6877 -0.6299 0.7317
C -1.9465 0.8170 1.0654
C -3.2096 1.2238 1.4622
C -3.4825 2.5444 1.8156
C -2.4430 3.4391 1.7465
C -1.1646 3.0358 1.3376
C -0.8898 1.7370 0.9945
O -0.3273 4.1080 1.3494
C -1.1023 5.2051 1.8001
O -2.4278 4.7667 2.0233
C -0.7622 -2.2044 -0.9348
C 0.2597 -2.2065 -2.0865
H 3.6898 -1.8283 -2.9943
H 3.2768 0.3431 -3.4388
H 3.2087 1.2134 -1.2625
H 1.6010 1.5111 -1.9637
H 3.1772 0.3854 0.8762
H 3.1939 -1.1498 -0.0295
H 1.9787 -3.0490 0.7673
H 0.6863 -4.1291 2.5653
H -0.2269 -2.7750 4.4136
H 0.1687 -0.3399 4.4637
H 1.4610 0.7368 2.6723
H 1.5733 -1.4176 -4.2511
H 1.0624 0.2787 -4.1785
H -1.6405 -1.2633 -3.5574
H -1.0663 0.4080 -3.6454
H -2.8134 -0.5318 -1.6584
H -1.8104 0.9184 -1.4894
H -0.0728 -0.3489 -0.5634
H -2.6308 -1.1820 0.7163
H -1.0372 -1.0722 1.4911
H -4.0099 0.5023 1.5147
H -4.4642 2.8528 2.1299
H 0.1017 1.4476 0.6909
H -0.6786 5.5961 2.7374
H -1.0980 5.9979 1.0377
H -1.7038 -2.6747 -1.2258
H -0.3651 -2.7240 -0.0619
H 0.0081 -2.9968 -2.8133
H 1.2649 -2.3924 -1.7071
*
```

As for the energy above the lowest of the compared OMol25 structures with the same formula, charge and spin: 31.2 kcal per mole. Its SMILES is O[C@H](COCc1ccccc1)CN1CC[NH+](Cc2ccc3c(c2)OCO3)CC1. The total energy is -1265.9478 Ha.

Mulliken population analysis, charges in e, atoms 1 to 8:
1. O -0.545
2. C -0.084
3. C -1.115
4. O -0.283
5. C -1.684
6. C 0.780
7. C -0.398
8. C -0.456

4.
C10H30AlBeBrCl4F7N3O7P2S | the ωB97M-V functional and the def2-TZVPD basis

Structure (ORCA input):
```
! wB97M-V def2-TZVPD RIJCOSX def2/J DEFGRID3
* xyz 0 1
C 1.7066 4.2048 0.6322
C 0.3698 3.5983 1.2426
C 0.3656 2.0013 1.3636
C 0.1024 1.3184 -0.0547
N 0.8969 0.0839 -0.3691
P 2.6632 0.2853 -0.2987
N 4.4776 0.3471 -0.0916
H 1.5246 4.6108 -0.3883
H 2.0547 5.0622 1.2597
H 2.5398 3.4288 0.6729
H -0.5361 3.9460 0.6952
H 0.2926 4.0127 2.2807
H 1.2755 1.6377 1.8959
H -0.5301 1.7772 2.0298
H -0.9678 0.9908 -0.0486
H 0.2303 2.0404 -0.9067
H 0.5728 -0.7274 0.1538
H 2.8564 -0.8006 -1.2072
H 2.5935 -0.0687 1.1054
H 2.5626 1.6453 -0.7872
H 4.7961 -0.6471 -0.0115
H 4.6430 0.7314 0.8982
Be 1.8771 1.1752 -2.3859
F 3.5861 -0.4043 -2.9952
C 0.7067 -2.6858 -3.8836
Cl 2.2500 -3.1502 -4.5907
Cl 0.2642 -3.7637 -2.5662
Cl 0.7568 -1.0046 -3.2912
H -0.0572 -2.7504 -4.6519
Br 4.0582 2.3612 0.3661
O -1.5870 -7.2207 -3.9112
Cl -2.6273 -6.2216 -3.8578
O -2.7783 -5.7499 -2.4898
O -3.8719 -6.7768 -4.3141
O -2.2628 -5.1027 -4.6967
Al -0.3394 0.6340 3.6732
F -3.1118 -2.0773 4.2367
P -4.0540 -1.1195 5.1857
F -2.8841 -1.3140 6.3178
F -5.5943 -0.6948 5.5145
F -4.6751 -2.5099 5.7676
F -4.3456 -0.5298 3.6829
F -3.6684 0.4305 5.5817
O -8.3116 0.9969 6.4903
H -7.6177 0.3766 6.1933
C 1.7756 8.6841 -1.7114
O 0.8440 7.9040 -1.7038
N 3.0129 8.4158 -1.2312
C 4.0875 9.3887 -1.2675
C 3.2625 7.1068 -0.6624
H 1.6809 9.7014 -2.1230
H 4.9186 8.9885 -1.8524
H 4.4272 9.5914 -0.2494
H 3.7496 10.3192 -1.7211
H 3.0701 6.3441 -1.4201
H 2.5815 6.9452 0.1741
H 4.2924 7.0297 -0.3179
C -3.4696 -8.7092 0.4986
S -2.5580 -8.3909 -1.0229
O -3.5576 -8.1443 -2.0958
C -1.9372 -10.0677 -1.2472
H -3.9713 -7.7897 0.7967
H -4.2107 -9.4901 0.3276
H -2.7734 -9.0129 1.2807
H -2.7733 -10.7641 -1.3114
H -1.2904 -10.3280 -0.4091
H -1.3640 -10.0990 -2.1727
*
```

The total energy is -7540.8708 Ha.

Mulliken population analysis, charges in e, atoms 1 to 8:
1. C -0.211
2. C -0.936
3. C 0.065
4. C -0.607
5. N -0.301
6. P 0.224
7. N -0.625
8. H 0.263

5.
C20H38FNO13S2 | the ωB97M-V functional and the def2-TZVPD basis

Structure (ORCA input):
```
! wB97M-V def2-TZVPD RIJCOSX def2/J DEFGRID3
* xyz 0 1
N 15.8880 25.4510 25.8440
H 16.4800 24.6930 26.1250
H 15.2380 25.2360 25.1470
H 16.3860 26.3880 25.6600
H 15.4430 25.3730 26.7500
F 17.2890 25.3000 28.1470
C 19.6290 23.3560 24.4420
C 20.5580 23.7040 25.6410
C 19.8830 23.6050 27.0470
O 20.6010 22.5280 27.5860
C 21.5540 22.0130 26.7550
O 22.2860 21.1880 27.1820
O 21.5360 22.7070 25.5620
H 19.2330 22.3530 24.5910
H 19.9700 23.4660 23.3540
H 18.8730 24.0450 24.2640
H 20.8960 24.6310 25.4530
H 18.8930 23.1980 26.8070
H 20.1610 24.6400 27.5430
C 19.7470 23.5030 30.9770
C 19.8840 25.0010 31.3950
C 18.5490 25.7810 31.2760
O 18.0310 25.6730 32.5700
C 19.1810 25.4630 33.4590
O 18.8540 25.4190 34.7090
O 20.2480 25.2230 32.7580
H 19.0690 23.5490 30.2210
H 19.2240 23.0070 31.8020
H 20.5970 22.9880 30.3830
H 20.6340 25.4090 30.8660
H 17.9690 25.3820 30.4590
H 18.8640 26.7880 31.1890
C 19.4710 27.4540 25.4920
C 18.9920 28.0650 26.8260
C 19.7830 27.6320 28.0730
O 20.2040 28.8490 28.5610
C 19.6960 29.8780 27.9120
O 19.8960 31.0600 28.2080
O 19.1770 29.4230 26.8230
H 19.1080 26.4610 25.3920
H 20.5450 27.3490 25.4670
H 19.2210 27.9400 24.5480
H 18.0610 27.9840 27.0780
H 20.5410 27.1450 27.8390
H 19.2040 26.8830 28.7220
C 15.2440 24.2340 31.4970
C 13.8570 24.0040 30.8560
C 13.5480 22.4810 30.8790
S 15.1230 21.8380 30.5080
O 15.2350 21.6290 29.1200
O 15.2790 20.6910 31.2460
C 16.2370 23.2240 30.9230
H 14.9840 23.9490 32.5290
H 15.5420 25.1850 31.4200
H 13.9910 24.1750 29.8140
H 13.0830 24.5780 31.1780
H 12.9100 22.1580 29.9570
H 12.9730 22.1350 31.8010
H 16.6710 23.5430 29.8830
H 17.1650 22.9710 31.5400
C 16.4000 29.7270 29.9260
C 15.3770 30.2790 29.0670
C 14.0960 29.4940 29.2360
S 14.6070 27.8450 29.5190
O 14.7190 27.2970 28.1530
O 13.9000 27.1440 30.4890
C 16.1880 28.1840 30.0980
H 16.4960 30.2500 30.8250
H 17.4920 29.9920 29.6010
H 15.5180 30.0940 27.9880
H 14.8730 31.2620 29.2150
H 13.3540 29.4500 28.3990
H 13.6090 29.6190 30.2340
H 16.8850 27.6930 29.4250
H 16.4670 27.9210 31.1040
*
```

As for the energy above the lowest of the compared OMol25 structures with the same formula, charge and spin: 3.6 kcal per mole. The total energy is -2713.7129 Ha.

Mulliken population analysis, charges in e, atoms 1 to 8:
1. N -0.235
2. H 0.199
3. H 0.428
4. H 0.272
5. H 0.173
6. F -0.565
7. C -1.396
8. C 0.289

6.
C23H27EuN2O8S | the ωB97M-V functional and the def2-TZVPD basis

Structure (ORCA input):
```
! wB97M-V def2-TZVPD RIJCOSX def2/J DEFGRID3
* xyz 0 7
Eu -0.1349 0.7943 -0.5852
O -0.1252 -1.4243 -1.8268
C 1.1046 -1.6403 -2.5242
C 1.2759 -0.4624 -3.4585
N 1.1435 0.8235 -2.7456
C 2.4254 1.4452 -2.3740
C 2.2607 2.4870 -1.2521
O 3.2142 3.1570 -0.9309
O 1.0609 2.5505 -0.7355
C 0.2973 1.7509 -3.5314
C -1.1767 1.3511 -3.3671
O -1.8648 1.0929 -4.3278
O -1.5511 1.3176 -2.1122
H -0.3678 -2.2104 -1.3000
H 1.0580 -2.5639 -3.1045
H 1.9389 -1.7129 -1.8168
H 0.4866 -0.5124 -4.2097
H 2.2380 -0.5261 -3.9761
H 2.8997 1.9426 -3.2264
H 3.1074 0.6815 -1.9994
H 0.5679 1.7524 -4.5899
H 0.4181 2.7541 -3.1226
C -4.4598 -0.2867 2.0078
C -3.8370 0.3585 0.7696
C -3.4646 -0.7155 -0.2563
C -2.6474 1.2355 1.1136
C -1.7282 0.8716 2.0931
C -0.6437 1.6903 2.4050
C -0.4542 2.9123 1.7689
C 0.6904 3.8125 2.1306
C -1.3861 3.2876 0.7966
C -2.4541 2.4653 0.4717
H -5.4066 -0.7582 1.7420
H -4.6523 0.4468 2.7921
H -3.8121 -1.0654 2.4158
H -4.5839 1.0142 0.3124
H -2.7023 -1.3858 0.1542
H -3.1004 -0.2797 -1.1875
H -4.3327 -1.3340 -0.4902
H -1.8545 -0.0587 2.6311
H 0.0492 1.3831 3.1801
H 1.5549 3.2351 2.4563
H 0.4012 4.4818 2.9440
H 0.9972 4.4105 1.2749
H -1.2708 4.2411 0.2969
H -3.1665 2.7865 -0.2779
O -1.1109 -2.5457 2.5468
S -0.2714 -2.5537 1.3886
O -0.7464 -3.2647 0.2181
N 0.1487 -1.0379 0.9488
C 1.4807 -0.9292 0.8221
O 2.0042 0.0664 0.2853
C 2.2417 -2.1029 1.3335
C 3.6109 -2.2691 1.4191
C 4.0812 -3.4742 1.9275
C 3.1994 -4.4749 2.3296
C 1.8219 -4.3067 2.2333
C 1.3763 -3.1024 1.7321
H 4.2785 -1.4779 1.1049
H 5.1465 -3.6394 2.0146
H 3.5919 -5.4023 2.7251
H 1.1346 -5.0820 2.5425
*
```

As for the energy above the lowest of the compared OMol25 structures with the same formula, charge and spin: 0.0 kcal per mole. The expectation value of S² is 12.01. The total energy is -2712.7699 Ha.

Mulliken population analysis, charges in e, atoms 1 to 8:
1. Eu 0.725
2. O -0.325
3. C -0.209
4. C -1.203
5. N 0.527
6. C -0.772
7. C 0.434
8. O -0.704